Here is a cluster of 2 separate species, C4H12 in total in a non-equilibrium geometry from the Open Molecules 2025 dataset. Energies are from ωB97M-V/def2-TZVPD.

```
16
Properties=species:S:1:pos:R:3:forces:R:3
C -0.06690 2.95765 -0.06782 0.30 -0.04 -0.64
C -0.43720 1.56394 -0.57647 -0.15 -0.36 0.32
H -0.91991 3.63425 -0.10526 0.06 0.02 0.24
H 0.34015 2.90190 0.93577 -0.08 0.16 0.18
H 0.71940 3.38250 -0.70273 -0.19 0.09 0.12
H -1.36486 1.54200 -1.14767 -0.01 0.11 0.01
H -0.55416 0.86686 0.25892 -0.12 0.06 -0.11
H 0.32987 1.13901 -1.21447 0.21 -0.01 -0.11
C -0.38611 -2.19987 -0.07767 -0.39 -0.04 0.29
C 0.90682 -2.35462 0.72510 -0.31 0.60 1.24
H -0.30608 -1.35446 -0.76173 -0.09 -0.40 -0.33
H -0.66074 -3.13622 -0.55710 0.21 0.13 -0.58
H -1.27651 -1.99334 0.52891 0.36 0.14 0.25
H 1.33969 -3.34589 0.70421 0.12 -0.16 -0.33
H 0.72606 -2.15242 1.79314 -0.05 -0.12 -0.23
H 1.65261 -1.60719 0.46322 0.14 -0.17 -0.33
```
Forces are in eV/Å.

Properties
Lowest unoccupied orbital energy: 1.1 eV
Energy above the lowest of the compared OMol25 structures with the same formula, charge and spin: 6.7 kcal/mol
HOMO-LUMO gap: 12.6312 eV
Molecular weight: 60.140 g/mol
SMILES string: CC.CC

---

Here is a structure of composition C26H28AsBrF15N4O3Pd in a non-equilibrium geometry from the Open Molecules 2025 dataset. Energies are from ωB97M-V/def2-TZVPD.

```
79
Properties=species:S:1:pos:R:3:forces:R:3
Pd -0.46760 0.04969 0.28448 -0.21 -1.07 -0.16
O 0.59316 -4.25194 4.02814 0.02 -0.02 0.00
C 0.30256 -3.05182 4.46717 0.00 0.23 -0.02
C 0.34464 -2.73284 5.85481 -0.03 -0.01 0.11
C 0.05669 -1.46566 6.24718 0.03 -0.04 0.04
C -0.28639 -0.48898 5.27495 0.00 0.04 0.00
C -0.36631 -0.81432 3.91106 -0.03 -0.13 0.00
C -0.05234 -2.07040 3.47764 0.08 -0.01 -0.15
C -0.15787 -2.45582 1.98274 -0.40 -0.07 0.12
O -1.04753 -1.74551 1.29644 0.20 0.32 0.12
N 1.22500 -2.37046 1.40315 0.14 0.02 0.08
N 1.41978 -1.70076 0.33083 -0.06 0.16 -0.18
C 2.65197 -1.56058 -0.12587 0.26 -0.05 -0.06
C 2.93259 -0.80775 -1.27064 -0.46 0.06 0.02
Br 1.51946 0.14933 -2.07848 0.34 0.03 -0.18
C 4.19719 -0.61022 -1.79865 0.16 -0.04 0.03
C 5.35212 -1.40870 -1.57335 -0.01 -0.03 -0.01
C 6.61714 -0.80787 -1.75882 -0.01 0.04 -0.02
C 7.76880 -1.52378 -1.52477 0.06 -0.02 0.01
C 7.68873 -2.86516 -1.15725 -0.06 0.03 -0.01
C 6.44988 -3.49417 -1.02887 0.00 -0.02 0.01
C 5.29183 -2.77931 -1.23022 -0.01 0.01 0.00
H 0.80244 -4.87234 4.74627 0.00 -0.01 -0.02
H 0.59903 -3.49988 6.57701 0.02 -0.02 -0.03
H 0.09102 -1.20039 7.29476 -0.01 0.04 -0.01
H -0.48131 0.53016 5.58396 -0.01 -0.01 0.02
H -0.66447 -0.06240 3.19953 0.00 0.01 0.05
H -0.41113 -3.52841 1.94940 0.05 0.01 -0.02
H 2.01832 -2.75497 1.91501 0.00 -0.07 -0.08
H 3.49635 -1.96340 0.42997 -0.04 -0.03 0.01
H 4.32151 0.25313 -2.44373 -0.01 0.02 0.03
H 6.67239 0.23173 -2.05626 -0.01 0.00 0.00
H 8.73446 -1.05164 -1.63931 -0.01 0.01 -0.01
H 8.59520 -3.43409 -0.99944 0.01 0.01 0.00
H 6.40267 -4.54984 -0.79981 0.00 0.00 0.00
H 4.33565 -3.28525 -1.20744 0.01 -0.01 0.00
C -5.68852 -0.28865 -3.20035 0.05 -0.13 0.05
C -4.82052 -1.52204 -2.96580 -0.14 0.15 -0.08
N -3.39764 -1.20289 -2.79932 0.02 0.05 0.08
C -2.61973 -0.98376 -4.02012 0.04 0.16 -0.02
C -2.41167 0.48719 -4.38491 -0.02 -0.10 0.02
C -2.84730 -1.00200 -1.59421 -0.02 -0.20 -0.09
C -3.68067 -1.23786 -0.37340 0.00 0.07 0.03
N -1.59489 -0.65612 -1.44437 0.23 0.40 0.44
H -6.73760 -0.58260 -3.22041 -0.01 0.03 -0.02
H -5.45631 0.18575 -4.15251 0.00 0.03 0.01
H -5.55285 0.44287 -2.40214 -0.01 0.02 -0.02
H -4.90501 -2.19550 -3.81839 0.04 -0.07 0.05
H -5.17404 -2.06581 -2.09555 0.03 -0.05 0.00
H -3.15113 -1.48104 -4.82899 0.02 -0.06 0.02
H -1.65916 -1.49683 -3.91872 -0.02 -0.05 -0.04
H -3.35585 0.95999 -4.64716 0.01 0.02 0.01
H -1.74995 0.55413 -5.24839 -0.01 0.03 0.00
H -1.96978 1.05980 -3.56872 0.01 0.00 0.02
H -4.01707 -2.27389 -0.34293 0.01 -0.01 0.00
H -4.55747 -0.59158 -0.36701 -0.01 -0.04 -0.03
H -3.08429 -1.05459 0.51318 -0.02 -0.03 -0.03
H -1.09469 -0.53984 -2.31350 -0.01 0.02 0.00
F 1.19145 0.43444 1.88959 0.06 0.47 -0.22
As 1.76239 2.18632 1.66897 0.25 -0.88 -0.61
F 0.66575 2.50891 2.93992 -0.26 0.20 -0.03
F 3.01964 1.92383 2.79142 -0.05 -0.02 0.03
F 2.10672 3.80203 1.34975 0.11 0.16 0.06
F 2.77854 1.55122 0.41060 -0.06 0.21 0.14
F 0.46580 2.25338 0.38989 0.19 0.00 0.63
F -2.50016 3.69550 -0.18412 0.08 0.00 -0.01
C -3.15725 2.67937 0.34716 -0.02 -0.25 0.07
F -2.99055 1.61204 -0.45276 -0.08 0.22 0.09
F -4.45063 2.97649 0.39076 0.02 0.02 0.01
C -2.61005 2.32417 1.77868 -0.11 0.33 -0.24
O -1.57842 1.44177 1.76309 -0.34 0.07 -0.22
C -3.74091 1.58748 2.63116 0.05 -0.26 0.20
F -4.61852 2.42861 3.12293 0.00 0.09 -0.06
F -3.16080 0.92402 3.63529 -0.05 0.06 -0.02
F -4.36088 0.69971 1.85886 0.05 0.05 0.00
C -2.19295 3.64989 2.53605 0.13 0.00 0.13
F -3.18154 4.52835 2.44689 -0.04 -0.04 -0.01
F -1.95934 3.36890 3.81421 -0.03 0.00 0.01
F -1.10571 4.17116 2.00017 -0.09 -0.04 -0.05
```
Forces are in eV/Å.

Properties
Lowest unoccupied orbital energy (spin up / spin down): -6.3 / -9.3 eV
HOMO-LUMO gap (spin up / spin down): 7.4207 / 4.4801 eV
Multiplicity: 6
Net charge: +2
Molecular weight: 990.751 g/mol

---

Here is the ion CH4O4P2 with charge -2 in a non-equilibrium geometry from the Open Molecules 2025 dataset. Energies are from ωB97M-V/def2-TZVPD.

```
11
Properties=species:S:1:pos:R:3:forces:R:3
C -0.37396 0.25915 0.57757 -0.78 1.39 -0.23
O 1.09882 -0.25289 -2.89299 -0.70 0.44 0.86
O 2.19386 -1.19642 -0.74710 -0.12 -0.36 -2.62
O 1.53153 -2.70923 -2.84230 0.61 -0.54 0.26
O -0.23621 -1.99186 -1.31626 0.05 1.78 2.48
P -0.38734 -1.60661 0.52728 -0.15 -0.30 -1.34
P 1.11705 -1.50127 -2.06939 1.34 -0.40 -0.77
H 0.46684 1.05146 0.29106 -1.33 -2.08 0.84
H -0.94713 0.45940 1.52211 1.32 0.10 -0.40
H -1.21960 0.50546 -0.09812 0.21 0.02 -0.51
H 1.70226 -1.22740 0.05085 -0.44 -0.04 1.44
```
Forces are in eV/Å.

Properties
Lowest unoccupied orbital energy (spin up / spin down): 7.1 / 6.2 eV
Energy above the lowest of the compared OMol25 structures with the same formula, charge and spin: 14.6 kcal/mol
HOMO-LUMO gap (spin up / spin down): 3.4578 / 7.3272 eV
Multiplicity: 3
Net charge: -2
Molecular weight: 141.987 g/mol